DFT (wB97M-V/def2-TZVPD) results for one molecule with the formula C3H6N2.

Calculated values
E = -6186.0941 eV
LUMO = 0.90 eV
orbital gap = 9.97 eV
ΔE to the lowest compared entry with this formula, charge and spin = 2.451 eV
molecular weight = 70.1 g/mol
SMILES = CNCC#N

ORCA input file:
```
! RIJCOSX wB97M-V def2-TZVPD def2/J DEFGRID3
* xyz 0 1
C -1.0853 0.7461 -0.6591
N -0.5754 -0.4174 -0.0271
C 0.8927 -0.6503 -0.0230
C 1.5520 -0.3177 1.2610
N 1.9735 -0.0242 2.3023
H -0.7989 1.6503 -0.1184
H -2.1700 0.6421 -0.7284
H -0.6828 0.7855 -1.6806
H -0.9356 -0.6751 0.8793
H 0.4146 -1.5996 -0.3633
H 1.4154 -0.1396 -0.8427
*
```

***

DFT (wB97M-V/def2-TZVPD) results for a 2-piece molecular cluster, C4H6BrNO4 overall.

Calculated values
E = -83962.3287 eV
LUMO (alpha / beta) = 0.17 / 0.17 eV
orbital gap (alpha / beta) = 8.50 / 8.50 eV
ΔE to the lowest compared entry with this formula, charge and spin = 4.295 eV
molecular weight = 212.0 g/mol

ORCA input file:
```
! RIJCOSX wB97M-V def2-TZVPD def2/J DEFGRID3
* xyz 0 1
C -0.2143 0.5419 -0.3183
C 1.0332 0.1480 0.3889
C -0.9804 -0.6777 -1.0092
C 1.3625 -1.3731 -1.3977
N 1.7678 -3.4711 -1.2627
O 2.9023 -3.6310 -0.9526
O 0.8514 -4.1877 -1.5448
O 1.7386 -0.9552 -0.2106
O 0.0967 -1.3673 -1.8240
Br 2.5239 -0.8178 -2.8821
H -0.9486 1.0522 0.3636
H 0.0013 1.2856 -1.0954
H 1.7843 1.0022 0.2115
H 1.0218 -0.1123 1.4563
H -1.6245 -1.4147 -0.5023
H -1.7153 -0.3210 -1.7222
*
```

***

DFT (wB97M-V/def2-TZVPD) results for an isolated ion of composition C26H22NO and charge +1.

Calculated values
E = -30850.4855 eV
LUMO = -3.66 eV
orbital gap = 7.37 eV
ΔE to the lowest compared entry with this formula, charge and spin = 0.000 eV
molecular weight = 364.5 g/mol
SMILES = COc1ccc(C2([n+]3ccc(C)cc3)c3ccccc3-c3ccccc32)cc1

ORCA input file:
```
! RIJCOSX wB97M-V def2-TZVPD def2/J DEFGRID3
* xyz 1 1
C 5.6990 -0.5482 -2.5495
O 4.9797 0.4015 -1.7351
C 3.6622 0.2307 -1.4393
C 3.0389 1.2529 -0.6706
C 1.7153 1.1422 -0.2874
C 0.9379 0.0007 -0.5946
C -0.4970 -0.0237 -0.1042
N -0.4126 0.1222 1.3873
C -1.4273 0.6713 2.1138
C -1.3710 0.8267 3.4851
C -0.2465 0.3776 4.2054
C -0.1647 0.5012 5.7171
C 0.7962 -0.2022 3.4662
C 0.6738 -0.3357 2.0968
C -1.3085 -1.2756 -0.5240
C -0.9472 -2.6095 -0.6346
C -1.8607 -3.5592 -1.1401
C -3.1144 -3.1521 -1.6274
C -3.4293 -1.7921 -1.6579
C -2.5407 -0.8851 -1.0816
C -2.5780 0.5684 -1.1906
C -3.5250 1.3416 -1.8610
C -3.2798 2.6972 -2.0649
C -2.0219 3.2119 -1.7153
C -1.0475 2.3937 -1.1061
C -1.3490 1.0948 -0.7334
C 1.5439 -0.9754 -1.3944
C 2.8882 -0.9014 -1.7759
H 6.6943 -0.1105 -2.6346
H 5.7700 -1.5295 -2.0628
H 5.2531 -0.6479 -3.5476
H 3.6311 2.1296 -0.4054
H 1.2635 2.0023 0.2075
H -2.2515 1.0631 1.5152
H -2.1960 1.3184 3.9867
H 0.7787 0.0850 6.1286
H -0.2288 1.5491 6.0825
H -0.9904 -0.0409 6.2258
H 1.7196 -0.5377 3.9267
H 1.4900 -0.7332 1.4961
H 0.0728 -2.9282 -0.4338
H -1.5658 -4.6115 -1.1980
H -3.8372 -3.8972 -1.9664
H -4.3718 -1.4250 -2.0792
H -4.4633 0.8794 -2.1690
H -4.0487 3.3476 -2.4870
H -1.7865 4.2456 -1.9643
H -0.0317 2.7821 -1.0545
H 0.9486 -1.7825 -1.8145
H 3.3357 -1.7324 -2.3361
*
```

***

DFT (wB97M-V/def2-TZVPD) results for a 4-piece molecular cluster, C8H24O4 overall.

Calculated values
E = -16863.2284 eV
LUMO (alpha / beta) = -2.66 / -9.80 eV
orbital gap (alpha / beta) = 9.96 / 2.82 eV
ΔE to the lowest compared entry with this formula, charge and spin = 2.057 eV
molecular weight = 184.3 g/mol

ORCA input file:
```
! RIJCOSX wB97M-V def2-TZVPD def2/J DEFGRID3
* xyz 1 2
C 0.7329 0.5574 -3.3771
C 1.2853 0.9221 -1.9457
O 1.8229 2.2551 -1.9655
H -0.0660 1.2210 -3.7079
H 0.2674 -0.4277 -3.4062
H 1.4772 0.5963 -4.1724
H 2.1964 0.4058 -1.6433
H 0.6063 0.8760 -1.0943
H 1.0571 2.8339 -1.9762
C -1.2799 -2.4389 -1.2770
C -1.6937 -3.9264 -1.4720
O -2.3636 -4.2186 -2.6697
H -0.5108 -2.2037 -2.0128
H -0.9174 -2.3484 -0.2531
H -2.1348 -1.7646 -1.3261
H -2.4329 -4.0360 -0.6785
H -0.8203 -4.5780 -1.4983
H -3.0629 -4.8217 -2.4073
C 2.8114 2.7218 1.6104
C 1.5463 3.5006 2.0584
O 0.3809 2.8518 1.7990
H 2.6398 1.6589 1.7802
H 3.6974 3.0917 2.1266
H 2.9807 2.9997 0.5701
H 1.4049 4.4684 1.5773
H 1.6604 3.8674 3.0784
H -0.3965 3.3737 2.0106
C -1.5030 -1.6794 2.6971
C -1.3323 -0.3274 1.9832
O -0.0454 -0.2318 1.3601
H -2.5389 -1.7205 3.0336
H -0.9818 -1.7332 3.6529
H -1.2955 -2.5611 2.0908
H -1.4604 0.5020 2.6786
H -2.1029 -0.2952 1.2129
H 0.3714 0.6089 1.5630
*
```